# C13H26BF2N2O2

A cluster of 2 separate species, C13H26BF2N2O2 in total (the ωB97M-V functional and the def2-TZVPD basis, the Open Molecules 2025 dataset).

Structure (XYZ):
```
46
Properties=species:S:1:pos:R:3
B 0.67353 -5.85040 3.03303
N 0.78445 -4.37629 2.69065
C 2.13147 -3.78628 3.04485
O 3.10954 -3.78730 2.09723
F 2.48160 -3.13796 4.34846
C -0.37486 -3.55894 3.21714
O -1.52478 -4.09379 3.71334
F -0.35180 -2.04899 3.18349
H 0.35875 -6.58181 2.14784
H 0.80411 -6.33840 4.09425
C 2.64404 0.41081 0.77374
C 1.16692 0.28079 1.08092
C 0.32727 -0.30349 -0.05623
C 0.24329 0.40263 -1.42047
N -0.62994 1.67569 -1.58937
C -0.24774 2.85024 -0.68899
C 1.02884 3.38929 -1.29991
C 0.77310 3.33322 -2.79213
C -0.28355 2.26028 -3.01061
C -2.15686 1.42386 -1.60215
C -2.73677 0.78059 -0.34970
C -3.03271 -0.70220 -0.56419
H 2.83197 1.02304 -0.10932
H 3.16101 0.87584 1.61971
H 3.09509 -0.57583 0.60312
H 0.77210 1.23460 1.43118
H 1.06744 -0.39498 1.94123
H -0.65694 -0.51988 0.34852
H 0.75089 -1.29683 -0.26593
H -0.16708 -0.31088 -2.14637
H 1.25228 0.65261 -1.76562
H -1.04404 3.60095 -0.76249
H -0.17345 2.53317 0.34351
H 1.88614 2.76172 -1.04706
H 1.25850 4.40216 -0.96144
H 1.68887 3.11475 -3.35225
H 0.39929 4.29743 -3.15451
H 0.04185 1.44298 -3.66156
H -1.19255 2.71004 -3.42724
H -2.37270 0.83107 -2.49767
H -2.62256 2.40904 -1.73547
H -3.69592 1.26182 -0.12311
H -2.11177 0.95254 0.53126
H -3.91742 -0.82650 -1.19710
H -3.23102 -1.19410 0.39255
H -2.20790 -1.22636 -1.05513
```

Results
Orbital gap ... 10.079 eV
Energy ... -27078.7372 eV
Charge ... +1
Lowest unoccupied orbital energy ... -3.675 eV